1.
67
Properties=species:S:1:pos:R:3:forces:R:3:mulliken_charge:R:1 method="wB97M-V/def2-TZVPD" e_above_lowest_kcal_mol=10.3 spin_multiplicity=2 total_charge=+2
Pb -0.44827 -2.90357 -1.19720 -2.572 -0.173 0.956 1.203
F 0.04783 -1.07837 0.85220 0.313 -0.327 -0.041 -0.141
P 0.11103 -1.20037 2.55890 -1.315 0.261 -0.510 1.188
F 0.40203 0.40133 2.51880 0.157 0.138 0.135 -0.345
F -1.46887 -0.91407 2.56920 0.528 -0.093 0.203 -0.263
F 0.18203 -1.28007 4.12050 0.189 0.003 -0.048 -0.340
F 1.70723 -1.43587 2.40590 0.661 -0.240 0.063 -0.274
F -0.12827 -2.77597 2.36200 0.155 0.056 0.147 -0.449
N 0.84813 1.02243 -0.41530 -0.224 0.132 0.460 0.730
C 0.02463 1.81033 -1.05960 0.096 0.198 -0.148 0.782
C -0.17697 1.57443 -2.49760 0.030 -0.248 -0.395 -1.122
C 0.18653 2.49803 -3.47720 0.054 -0.113 0.255 -0.035
C -0.07627 2.22643 -4.81020 -0.017 -0.042 -0.029 -0.824
C -0.72457 1.05443 -5.17040 -0.008 0.019 0.063 -0.594
C -1.10357 0.13953 -4.19560 0.052 -0.031 -0.034 -1.201
C -0.82027 0.38923 -2.86510 0.088 -0.044 0.064 0.491
C -0.65097 2.90123 -0.40930 -0.271 0.508 0.453 1.187
C -1.53317 3.72663 -1.13710 0.205 -0.288 0.011 -0.349
C -2.09007 4.85053 -0.56190 -0.042 0.077 0.140 -1.059
C -1.81307 5.16743 0.76190 0.073 -0.131 -0.198 -0.385
C -0.98007 4.34273 1.50900 0.064 -0.081 0.098 -0.979
C -0.39907 3.23163 0.93810 -0.101 -0.022 -0.235 -0.473
H 0.67783 3.41573 -3.18840 0.024 0.112 -0.017 0.547
H 0.21093 2.93863 -5.56850 0.030 0.057 -0.044 0.464
H -0.94997 0.86153 -6.20870 -0.001 -0.020 -0.057 0.448
H -1.63077 -0.76197 -4.47570 -0.046 -0.013 -0.026 0.498
H -1.16567 -0.28457 -2.08380 -0.120 0.187 0.009 0.607
H -1.77177 3.48653 -2.15970 -0.064 -0.042 -0.093 0.499
H -2.74407 5.48553 -1.14010 -0.042 -0.005 -0.063 0.449
H -2.23337 6.05633 1.20940 -0.064 0.018 0.021 0.439
H -0.77607 4.57583 2.54200 0.031 0.030 0.094 0.469
H 0.24593 2.62603 1.55240 0.121 -0.079 0.127 0.442
C 5.17603 -1.98787 0.38950 0.514 0.431 -0.477 -0.868
N 3.83143 -2.37847 0.71040 1.074 -1.077 0.284 0.292
C 3.69743 -3.56797 1.50410 -0.535 -0.309 0.951 -1.008
C 2.73543 -1.85717 0.05600 -2.130 1.335 -1.005 0.576
N 1.86253 -2.67757 -0.46880 1.703 0.255 0.597 -0.623
N 2.68033 -0.51357 -0.08350 0.189 -0.512 0.404 0.491
C 3.42653 0.37623 0.79420 0.427 0.269 0.193 -0.987
C 1.81523 0.12783 -1.03670 -0.117 -0.202 -1.021 -1.332
H 5.70863 -1.64347 1.27820 -0.102 -0.018 0.163 0.404
H 5.18853 -1.20887 -0.36510 -0.048 0.014 0.009 0.340
H 5.72333 -2.85787 0.01230 -0.116 -0.101 0.077 0.385
H 4.39733 -3.50637 2.34000 0.082 0.052 -0.049 0.393
H 3.95483 -4.48117 0.95410 0.111 0.167 -0.245 0.393
H 2.68793 -3.64577 1.90790 0.038 0.052 -0.083 0.352
H 2.15573 -3.64097 -0.34730 -0.014 -0.177 0.074 0.338
H 3.75173 -0.15077 1.68580 -0.043 0.041 0.040 0.396
H 2.79153 1.19293 1.13370 0.009 -0.091 0.015 0.209
H 4.28503 0.80693 0.27500 -0.015 0.032 0.026 0.409
H 1.32063 -0.64717 -1.62900 0.156 0.296 0.039 0.402
H 2.42843 0.74893 -1.71290 -0.153 -0.314 0.109 0.428
H 0.82143 1.02093 0.60170 -0.149 -0.071 0.034 -0.297
C -4.59767 0.19653 1.73590 -0.438 0.820 0.431 -1.131
N -3.93777 -1.02067 1.36080 0.994 -0.040 -1.217 0.108
C -4.20517 -2.16807 1.98870 0.359 -1.333 -0.051 0.083
C -3.54667 -3.33617 1.70860 0.167 0.356 -0.115 -1.085
C -2.51477 -3.28397 0.70900 -1.561 0.851 1.029 1.004
O -1.77387 -4.23987 0.38430 1.481 -0.566 -1.051 -0.768
N -2.31657 -2.11627 0.06340 0.854 -0.691 -0.774 -0.316
C -2.90367 -0.94917 0.38370 -1.030 0.125 0.814 0.386
O -2.60027 0.11033 -0.11820 0.350 0.630 -0.509 -0.600
H -5.68027 0.09923 1.62820 0.111 -0.002 -0.061 0.364
H -4.23297 1.00333 1.09970 -0.113 -0.169 0.142 0.313
H -4.36997 0.42433 2.78020 -0.008 0.099 -0.096 0.382
H -4.97617 -2.12787 2.74700 -0.005 0.019 0.004 0.484
H -3.74347 -4.24777 2.24990 -0.024 0.025 -0.044 0.473

2.
66
Properties=species:S:1:pos:R:3:forces:R:3:mulliken_charge:R:1 method="wB97M-V/def2-TZVPD" spin_multiplicity=5 total_charge=+1
Pt 0.33287 0.18609 -0.24251 0.089 0.023 -0.092 2.869
O 1.57006 1.23563 5.82874 0.003 -0.034 -0.075 -0.475
C 1.44650 1.11621 4.64916 -0.003 0.052 0.051 0.404
C 0.45588 1.87982 3.75310 -0.035 0.076 0.030 0.101
O -0.33043 2.72104 4.09390 0.056 -0.076 -0.046 -0.510
C 0.66156 1.35550 2.37352 0.219 -0.027 0.315 0.509
C 1.71885 0.37803 2.34355 0.007 0.147 0.401 0.787
O 2.10179 -0.18288 1.30676 0.391 -0.095 0.013 -0.807
C 2.24933 0.16951 3.73558 -0.014 -0.012 -0.036 -0.006
O 3.10791 -0.59517 4.06754 0.040 -0.023 0.005 -0.499
O 0.03646 1.69806 1.34500 -0.266 0.129 -0.141 -0.832
C -0.02704 -5.84014 0.17231 -0.089 -0.014 -0.019 -1.066
N -0.04871 -4.65156 1.00506 0.182 -0.029 0.058 -0.071
N 0.05008 -3.36809 0.49904 -0.101 0.003 0.086 0.619
C -0.21544 -2.47416 1.50443 -0.006 -0.189 0.004 0.477
O -0.13751 -1.22389 1.39172 -0.261 -0.005 0.073 -0.755
C -0.52504 -3.24214 2.65058 -0.008 0.032 0.044 -1.338
C -0.41430 -4.56206 2.29911 -0.077 -0.015 -0.038 0.777
C -0.67228 -5.78369 3.10772 0.006 0.011 -0.017 -1.530
C 0.59021 -3.08316 -0.77786 0.001 0.088 -0.133 -0.269
C -0.14727 -2.27650 -1.64433 -0.120 -0.227 -0.057 -0.397
C 0.35503 -2.02363 -2.91796 0.010 0.083 0.008 -0.195
C 1.55803 -2.58551 -3.32018 0.029 0.056 0.006 -0.780
C 2.28911 -3.37112 -2.43880 0.012 0.013 0.015 -0.637
C 1.81654 -3.60835 -1.15597 0.059 0.004 0.027 0.024
H -0.02652 -5.54945 -0.87323 -0.005 0.019 -0.006 0.404
H -0.91751 -6.43773 0.36054 -0.003 0.010 0.009 0.405
H 0.85940 -6.44091 0.37328 0.019 0.021 -0.011 0.335
H -0.78821 -2.84545 3.61480 0.007 -0.006 -0.008 0.438
H -0.92430 -5.50091 4.12588 0.008 -0.007 0.003 0.369
H 0.20310 -6.43351 3.13214 0.000 0.003 -0.002 0.327
H -1.50558 -6.35470 2.69480 -0.002 0.001 0.009 0.342
H -1.14151 -1.94771 -1.35884 0.112 0.089 0.023 0.532
H -0.21633 -1.40102 -3.59377 0.012 -0.019 0.000 0.356
H 1.92654 -2.41622 -4.32336 0.006 0.015 0.000 0.490
H 3.23330 -3.80009 -2.74740 -0.006 -0.003 -0.003 0.418
H 2.38790 -4.20594 -0.45691 -0.002 -0.002 0.000 0.628
C 2.78460 0.77359 -2.88347 -0.086 -0.015 -0.010 -1.216
P 2.31757 1.23548 -1.19746 0.100 0.134 -0.286 1.053
C 2.07631 3.03148 -1.28111 0.031 -0.023 0.056 -1.484
C 3.89227 1.09299 -0.30763 -0.041 -0.093 0.008 -1.464
H 3.55128 1.47151 -3.22439 0.011 -0.010 -0.028 0.545
H 1.91640 0.82423 -3.53613 -0.018 -0.011 0.003 0.171
H 3.18982 -0.23563 -2.88886 0.009 -0.067 0.003 0.352
H 3.04451 3.49979 -1.46425 -0.007 0.027 0.005 0.512
H 1.66700 3.40100 -0.34068 -0.001 -0.003 -0.004 0.294
H 1.39045 3.28308 -2.08499 -0.009 -0.004 -0.009 0.330
H 4.66178 1.54579 -0.93482 0.015 0.011 0.019 0.525
H 4.13986 0.05266 -0.10756 0.000 0.020 -0.024 0.340
H 3.84124 1.62306 0.64060 0.021 0.012 0.015 0.408
F -1.67345 -0.09544 -0.36798 -0.235 -0.135 -0.172 -0.750
C -0.78955 2.68326 -6.06080 -0.035 -0.039 0.030 -1.066
C -1.51945 1.56871 -5.30449 0.045 0.084 -0.016 -0.559
C -1.43187 1.75554 -3.82404 -0.082 0.034 0.041 0.169
N -0.44820 1.36518 -3.09810 -0.004 -0.029 0.036 -0.314
N -0.57273 1.72466 -1.78131 -0.121 0.009 -0.040 -0.160
C -1.68707 2.37417 -1.51190 0.151 0.045 -0.124 0.188
N -2.01359 2.86578 -0.31308 -0.025 -0.029 0.105 -0.294
S -2.65391 2.61474 -2.92343 0.042 0.003 -0.023 -0.197
H -0.87263 2.52700 -7.13510 0.005 0.009 -0.002 0.377
H 0.26715 2.69744 -5.79441 0.000 0.007 -0.003 0.283
H -1.21539 3.65901 -5.82533 0.007 0.004 -0.008 0.321
H -1.08319 0.59906 -5.54586 -0.004 -0.014 0.000 0.168
H -2.56829 1.54149 -5.60179 -0.004 -0.051 -0.007 0.448
H -1.51005 2.52200 0.49708 -0.039 0.027 -0.062 0.341
H -2.95504 3.18157 -0.15782 0.004 0.002 0.000 0.232

3.
Molecular formula: C23H28FNO23S2
Method: DFT, wB97M-V/def2-TZVPD

```
78
Properties=species:S:1:pos:R:3:forces:R:3:mulliken_charge:R:1
O 3.42049 -1.46474 -0.40294 1.328 0.385 -0.959 -0.294
S 4.58622 -1.81552 -1.20155 -1.612 -2.614 1.186 0.531
O 5.64701 -2.52814 -0.07845 0.471 3.070 -1.120 -0.341
C 6.39758 -1.43739 0.48161 2.288 2.301 2.227 0.535
C 5.77799 -0.45977 1.39333 2.096 -1.082 -1.769 -0.038
C 6.62419 0.62754 1.86143 -1.105 -0.544 -0.186 -0.366
N 7.93265 0.84640 1.56348 -1.319 -2.093 -0.852 -0.572
C 8.48283 -0.09705 0.75276 -0.073 -1.048 -0.824 -0.261
C 7.82453 -1.25140 0.16322 -2.272 0.708 1.290 -0.418
O 5.45539 -0.43051 -1.70192 -2.112 0.377 -0.076 -0.041
S 4.61495 0.54537 -2.73424 3.064 4.441 -2.714 1.030
O 5.08793 0.31543 -4.08564 -1.799 -1.753 1.820 -0.537
O 4.94341 1.90182 -2.35413 -1.514 -2.059 1.113 -0.535
F 3.02330 0.33023 -2.60716 2.294 -0.548 0.252 -0.063
H 4.70365 -0.58722 1.63615 1.188 0.435 0.006 0.376
H 6.13230 1.38216 2.52780 0.591 -0.809 -0.655 0.332
H 9.56378 0.04181 0.48876 -1.131 -0.063 0.363 0.329
H 8.32165 -1.99356 -0.49601 -0.203 0.831 0.588 0.350
C 0.77870 0.11185 3.16083 -0.648 0.116 -0.391 -0.011
C 0.84317 -0.17945 4.63324 -0.455 0.003 0.388 -0.389
O 2.16324 -0.69399 4.79515 0.239 0.146 -0.375 -0.329
C 2.91147 -0.21616 3.76684 0.282 -0.022 0.033 0.608
O 4.09745 -0.32030 3.69047 -0.441 0.069 0.278 -0.534
O 2.13757 0.39332 2.83393 0.298 -0.190 0.404 -0.240
H 0.13922 0.96211 2.92925 0.189 -0.001 -0.137 0.092
H 0.44634 -0.75009 2.57774 0.026 0.042 0.014 0.201
H 0.73644 0.72053 5.24426 0.053 -0.019 -0.038 0.289
H 0.09913 -0.90999 4.94785 0.205 -0.074 0.049 0.301
C 1.59623 -4.47560 -1.15956 0.159 0.599 0.261 -0.013
C 1.31995 -4.83951 -2.59157 0.041 0.320 -0.491 -0.141
O 1.24339 -6.26119 -2.54763 -0.043 0.003 0.424 -0.339
C 0.91596 -6.61054 -1.27264 -0.124 -0.493 0.151 0.589
O 0.61092 -7.70867 -0.93460 0.065 0.282 -0.087 -0.520
O 0.98263 -5.53821 -0.43661 -0.026 -0.262 -0.385 -0.336
H 1.16220 -3.51589 -0.88121 -0.023 -0.130 0.140 0.294
H 2.66474 -4.46204 -0.92876 -0.033 -0.042 -0.012 0.041
H 0.36486 -4.44448 -2.94757 0.021 -0.017 0.045 0.127
H 2.11059 -4.51288 -3.26631 -0.037 -0.209 -0.031 0.288
C -0.74327 2.48553 -0.71985 0.798 0.191 -0.539 -0.193
C -1.96596 3.33473 -0.54747 -0.019 0.794 -0.210 0.382
O -2.93146 2.40694 -0.05062 0.245 -0.540 0.255 -0.364
C -2.24805 1.39021 0.53465 -0.062 -0.122 0.079 0.564
O -2.75356 0.53087 1.19506 0.120 0.147 -0.107 -0.619
O -0.91802 1.47220 0.27585 -0.660 -0.065 0.305 -0.209
H 0.17857 3.04194 -0.55205 -0.038 -0.140 0.238 0.388
H -0.69713 2.01084 -1.70092 -0.009 0.092 0.248 0.131
H -1.82553 4.12771 0.19050 -0.012 -0.116 0.009 -0.369
H -2.29933 3.77889 -1.48480 -0.155 -0.196 0.044 0.382
C -3.73004 -1.00967 -3.75605 -0.858 0.015 -0.284 -0.129
C -2.64774 -1.62773 -2.92203 -0.120 -0.564 0.291 -0.159
O -1.55821 -0.71994 -3.09276 -0.046 0.462 -0.118 -0.201
C -2.08596 0.48415 -3.43570 -0.121 0.194 -0.183 0.538
O -1.45919 1.50155 -3.48675 -0.174 -0.292 -0.156 -0.631
O -3.40722 0.38466 -3.70692 0.828 0.082 0.126 -0.332
H -4.72929 -1.20025 -3.34862 0.887 0.642 -0.435 0.196
H -3.69935 -1.34270 -4.79763 0.109 0.056 0.019 0.263
H -2.90903 -1.67077 -1.86098 -0.006 0.058 -0.034 0.229
H -2.37811 -2.62743 -3.26082 0.181 0.132 -0.013 0.254
C -7.01917 -3.55414 0.23932 -0.307 -0.398 0.415 -0.353
C -6.22821 -2.34486 0.65325 0.008 0.252 0.684 -0.339
O -5.41529 -2.09570 -0.49055 -0.177 -0.251 -0.489 -0.185
C -6.04187 -2.64470 -1.55972 -0.062 -0.036 -0.132 0.591
O -5.70791 -2.46854 -2.69426 -0.831 -0.876 0.762 -0.584
O -7.09021 -3.41397 -1.17869 0.405 0.339 -0.171 -0.350
H -8.01543 -3.57351 0.67873 -0.017 -0.008 -0.235 0.298
H -6.50879 -4.49080 0.47629 0.011 0.048 -0.051 0.270
H -6.85963 -1.47201 0.83495 0.033 -0.027 -0.063 0.274
H -5.61515 -2.52654 1.53461 0.145 0.091 -0.183 0.293
C -2.99980 8.03133 2.07567 -0.324 0.532 -0.005 -0.330
C -3.41861 6.66245 2.53490 -0.580 -0.193 0.293 -0.313
O -2.44958 5.81263 1.92603 0.250 0.358 -0.071 -0.301
C -1.34369 6.57016 1.68625 0.502 -0.088 -0.118 0.625
O -0.29455 6.13064 1.33728 -0.296 0.033 0.044 -0.502
O -1.59378 7.88900 1.89717 -0.007 -0.472 -0.002 -0.328
H -3.22182 8.80503 2.80950 0.212 0.001 -0.049 0.297
H -3.45088 8.30907 1.11971 0.029 -0.047 0.021 0.261
H -3.35743 6.54706 3.61994 0.044 0.017 -0.046 0.252
H -4.42435 6.40141 2.20793 0.144 -0.158 -0.068 0.304
```
Positions in Å, forces in eV/Å.

| no. | total energy (eV) |
| --- | --- |
| 1 | -68173.495 |
| 2 | -70119.446 |
| 3 | -97271.984 |